Below is a 2-piece molecular cluster, C8H17F2N2 overall, with properties calculated with the ωB97M-V functional and the def2-TZVPD basis.

Geometry (Å):
C1 -0.270 0.172 -0.723
C2 -0.383 -1.999 0.318
C3 -2.425 -1.095 -0.777
C4 2.787 0.540 0.830
C5 0.509 0.804 1.867
C6 1.438 1.507 -1.556
C7 -1.138 -0.651 -0.049
C8 -1.557 0.661 -3.181
N1 1.404 0.889 0.697
N2 0.793 0.860 -0.506
F1 -1.320 1.910 -3.271
F2 -0.662 -0.071 -3.901
H1 -0.897 -2.480 1.153
H2 -0.220 -2.615 -0.556
H3 0.547 -1.769 0.794
H4 -3.093 -1.734 -0.208
H5 -2.909 -0.088 -1.003
H6 -2.112 -1.601 -1.728
H7 3.034 -0.374 0.252
H8 3.397 1.503 0.515
H9 2.889 0.450 1.959
H10 1.098 1.220 2.754
H11 -0.513 1.297 1.814
H12 0.282 -0.267 1.958
H13 0.805 1.596 -2.385
H14 2.408 1.027 -2.008
H15 1.528 2.519 -1.205
H16 -1.377 -0.330 0.971
H17 -2.498 0.237 -3.318

Values from the calculation:
- total charge = +1

Below is C16H24ClGaN2O8P2 as an isolated structure, with properties calculated with the ωB97M-V functional and the def2-TZVPD basis.

Geometry (Å):
C1 -0.567 3.709 -2.958
C2 -1.297 2.474 -2.442
H1 -1.294 4.381 -3.423
H2 0.167 3.388 -3.705
H3 0.005 4.210 -2.176
O1 -2.393 2.200 -2.907
Cl1 1.772 2.203 -1.463
Ga1 -0.405 1.276 -1.009
P1 0.185 -0.299 -2.670
C3 -1.168 -1.431 -3.139
C4 0.724 0.440 -4.249
H4 1.058 -0.339 -4.941
H5 1.943 -1.929 -3.031
H6 1.548 1.127 -4.041
H7 2.344 -0.748 -1.736
H8 -2.035 -0.843 -3.457
H9 -0.107 0.993 -4.696
C5 1.561 -1.376 -2.167
H10 -0.857 -2.093 -3.954
H11 1.205 -2.058 -1.392
H12 -1.448 -2.033 -2.270
P2 -0.679 2.784 0.803
C6 -2.304 2.595 1.612
C7 0.529 2.517 2.137
H13 0.395 4.814 0.013
H14 -0.737 5.160 1.344
H15 -1.353 4.836 -0.301
C8 -0.585 4.574 0.433
H16 1.505 2.290 1.702
H17 0.589 3.406 2.772
H18 -2.413 3.320 2.425
H19 -2.364 1.575 2.003
H20 0.196 1.651 2.714
H21 -3.102 2.747 0.881
C9 -2.041 0.475 -0.666
O2 -3.054 -0.042 -0.466
O3 -1.277 -0.286 1.713
C10 -0.096 -0.627 1.286
O4 0.437 -0.005 0.222
C11 0.455 -1.863 1.910
C12 1.599 -2.525 1.437
C13 1.999 -3.760 2.000
C14 1.247 -4.312 3.057
C15 0.114 -3.659 3.560
C16 -0.269 -2.443 2.974
N1 -0.654 -4.225 4.627
O5 -0.343 -5.273 5.109
O6 -1.622 -3.662 5.047
N2 3.136 -4.461 1.490
O7 3.766 -4.012 0.582
O8 3.444 -5.524 1.943
H22 2.160 -2.098 0.621
H23 1.539 -5.262 3.488
H24 -1.159 -1.958 3.356

Values from the calculation:
- total charge = +2

| no. | electronic energy (hartree) |
| --- | --- |
| 1 | -623.7602 |
| 2 | -4402.3428 |